(1)
# C3H9N2OS

A 2-piece molecular cluster, C3H9N2OS overall in a non-equilibrium geometry (wB97M-V/def2-TZVPD, the Open Molecules 2025 dataset).

Results
Relative energy (zero: lowest compared OMol25 entry of this formula, charge and spin) ... 347.2 kJ/mol
HOMO ... -12.71 eV
F_max ... 0.088 Eh/bohr

The geometry in ORCA input format:
```
! wB97M-V def2-TZVPD RIJCOSX def2/J DEFGRID3
* xyz 1 1
C -1.29382 1.48636 -2.05222
C 1.00388 -0.16906 2.34567
C 1.00888 -1.32653 1.34059
N -0.24551 0.86429 -2.43169
N -2.22621 1.99331 -1.60187
O -0.69734 -0.71447 -0.59952
S 0.88720 -0.71629 -0.37582
H 0.12703 -0.18161 2.92443
H 1.75813 -0.24627 3.17857
H 1.14790 0.73807 1.78163
H 0.27722 -2.05327 1.57693
H 2.00787 -1.90255 1.40160
H -0.56713 0.32255 -3.27957
H 0.50033 0.54214 -1.82921
H -2.58801 2.93691 -1.76964
H -1.10043 -1.57357 -0.60989
*
```

=====

(2)
# C9H11NO3S

One molecule with the formula C9H11NO3S in a non-equilibrium geometry (wB97M-V/def2-TZVPD, the Open Molecules 2025 dataset).

Results
Relative energy (zero: lowest compared OMol25 entry of this formula, charge and spin) ... 392.6 kJ/mol
HOMO ... -9.02 eV
F_max ... 0.090 Eh/bohr

The geometry in ORCA input format:
```
! wB97M-V def2-TZVPD RIJCOSX def2/J DEFGRID3
* xyz 0 1
C 1.09402 0.60515 -1.51655
C -0.34212 2.30062 -0.41457
C 2.15782 1.26375 -1.10863
C 0.78376 2.91469 0.02372
C -0.40932 -0.74627 1.22794
C -0.23061 0.86265 -0.76911
C 1.98410 2.03727 0.10016
C -1.38607 -3.01081 -0.58602
C -2.16027 -2.30026 0.56131
N 0.19727 0.27835 0.60620
O 0.09268 -1.43878 2.09177
O 1.20479 1.52293 2.65587
O -1.59142 -0.96972 0.59622
S 1.58027 0.75286 1.49276
H 1.16497 0.15025 -2.52897
H -1.24674 2.91979 -0.64316
H 3.20501 0.98140 -1.46553
H 1.01792 3.83409 0.59351
H -1.09696 0.29657 -1.04525
H 2.79835 2.44255 0.49310
H -1.56121 -2.71736 -1.53755
H -0.40132 -2.84149 -0.20960
H -1.67399 -4.03790 -0.48202
H -1.92493 -2.86360 1.53449
H -3.25599 -2.23673 0.32988
*
```

=====

(3)
# C4H5FO2

A 2-piece molecular cluster, C4H5FO2 overall in a non-equilibrium geometry (wB97M-V/def2-TZVPD, the Open Molecules 2025 dataset).

Results
Relative energy (zero: lowest compared OMol25 entry of this formula, charge and spin) ... 353.4 kJ/mol
HOMO ... -10.03 eV
F_max ... 0.084 Eh/bohr

The geometry in ORCA input format:
```
! wB97M-V def2-TZVPD RIJCOSX def2/J DEFGRID3
* xyz 0 1
C 1.89660 -0.64692 0.09920
C 1.21242 0.54354 -0.27757
C -1.45328 -0.60978 0.12627
C -0.85549 0.79382 0.00798
O 2.30255 -1.49957 0.80201
O 1.73474 -0.41082 -1.21641
F 1.84945 1.76245 -0.29363
H -2.15985 -0.83030 -0.70495
H -1.99080 -0.60500 1.06014
H -0.67312 -1.26376 0.14845
H -0.54441 1.29122 0.90685
H -1.31880 1.47511 -0.65834
*
```

=====

(4)
# C4H7NO2

C4H7NO2 as an isolated structure in a non-equilibrium geometry (wB97M-V/def2-TZVPD, the Open Molecules 2025 dataset).

Results
Relative energy (zero: lowest compared OMol25 entry of this formula, charge and spin) ... 571.2 kJ/mol
HOMO ... -9.32 eV
F_max ... 0.030 Eh/bohr

The geometry in ORCA input format:
```
! wB97M-V def2-TZVPD RIJCOSX def2/J DEFGRID3
* xyz 0 1
C -0.88625 -1.22918 0.28106
C -0.22402 0.09564 0.14229
N -0.72724 1.25073 0.27759
O -2.05786 1.22007 0.67598
C 1.30313 0.04377 -1.07907
C 1.77067 0.37950 0.25760
O 1.44955 -1.14348 -1.38300
H -1.40895 -1.22714 1.24430
H -1.63219 -1.43600 -0.49842
H -0.11883 -1.99897 0.23464
H -2.27172 2.15399 0.82184
H 0.95830 0.82656 -1.76790
H 2.62411 -0.29922 0.47813
H 1.60488 1.16568 0.97723
*
```

=====

(5)
# AgH10O5

AgH10O5 as an isolated structure in a non-equilibrium geometry (wB97M-V/def2-TZVPD, the Open Molecules 2025 dataset).

Results
Relative energy (zero: lowest compared OMol25 entry of this formula, charge and spin) ... 57.9 kJ/mol
HOMO ... -13.84 eV
F_max ... 0.053 Eh/bohr

The geometry in ORCA input format:
```
! wB97M-V def2-TZVPD RIJCOSX def2/J DEFGRID3
* xyz 1 1
Ag -0.04862 -0.67162 -0.49200
O 0.02237 1.36838 0.69400
H -0.12462 2.02438 -0.01000
H -0.45162 1.69438 1.43100
O -1.35662 -2.28462 1.05800
H -2.22962 -2.48962 1.27400
H -1.07162 -1.88562 1.88900
O 1.56637 0.61238 -1.60800
H 1.66238 0.99838 -2.47400
H 2.44938 0.74938 -1.29400
O 1.89438 -1.09162 1.03000
H 1.30238 -1.25962 1.76300
H 1.90238 -0.11962 0.99000
O -1.88062 0.40138 -1.33200
H -1.56462 0.81838 -2.13600
H -2.07162 1.13538 -0.78300
*
```

=====

(6)
# C2H3F2N

One molecule with the formula C2H3F2N in a non-equilibrium geometry (wB97M-V/def2-TZVPD, the Open Molecules 2025 dataset).

Results
Relative energy (zero: lowest compared OMol25 entry of this formula, charge and spin) ... 50.6 kJ/mol
Structure (SMILES) ... [H]/N=C/C(F)F
HOMO ... -10.35 eV
F_max ... 0.090 Eh/bohr

The geometry in ORCA input format:
```
! wB97M-V def2-TZVPD RIJCOSX def2/J DEFGRID3
* xyz 0 1
H 1.80869 0.25545 0.26387
N 0.86556 0.40298 -0.11565
C -0.01773 -0.39602 0.23858
C -1.47206 -0.26995 -0.34620
F -1.84982 0.97288 -0.14949
F -2.42710 -1.02073 0.20946
H -0.08791 -1.36022 0.91176
H -1.34184 -0.36091 -1.60570
*
```

=====

(7)
# C5H11N2

A 2-piece molecular cluster, C5H11N2 overall in a non-equilibrium geometry (wB97M-V/def2-TZVPD, the Open Molecules 2025 dataset).

Results
Relative energy (zero: lowest compared OMol25 entry of this formula, charge and spin) ... 149.4 kJ/mol
⟨S²⟩ ... 0.759
HOMO (spin up / spin down) ... -18.50 / -18.50 eV
F_max ... 0.044 Eh/bohr

The geometry in ORCA input format:
```
! wB97M-V def2-TZVPD RIJCOSX def2/J DEFGRID3
* xyz 2 2
C -0.38026 1.18551 1.68387
C -0.46493 2.31315 0.88878
C 0.83006 -0.49317 2.59085
N 0.59796 0.21606 1.53014
H -1.09592 1.01794 2.48588
H 0.27141 2.58475 0.13353
H -1.30518 3.00067 1.01371
H 1.60118 -1.26671 2.56719
H 0.29308 -0.33656 3.52518
C -0.14689 -0.97764 -2.37341
C -0.25984 -2.24828 -2.03548
N 0.18959 0.07753 -1.40216
H -0.28802 -0.59027 -3.37088
H -0.53749 -2.97938 -2.78708
H -0.12765 -2.61245 -1.01737
H -0.61268 0.68162 -1.21414
H 0.50219 -0.26615 -0.46118
H 0.93338 0.69340 -1.75743
*
```

=====

What did the sixth record say?
# C2H3F2N

One molecule with the formula C2H3F2N in a non-equilibrium geometry (wB97M-V/def2-TZVPD, the Open Molecules 2025 dataset).

Results
Relative energy (zero: lowest compared OMol25 entry of this formula, charge and spin) ... 50.6 kJ/mol
Structure (SMILES) ... [H]/N=C/C(F)F
HOMO ... -10.35 eV
F_max ... 0.090 Eh/bohr

The geometry in ORCA input format:
```
! wB97M-V def2-TZVPD RIJCOSX def2/J DEFGRID3
* xyz 0 1
H 1.80869 0.25545 0.26387
N 0.86556 0.40298 -0.11565
C -0.01773 -0.39602 0.23858
C -1.47206 -0.26995 -0.34620
F -1.84982 0.97288 -0.14949
F -2.42710 -1.02073 0.20946
H -0.08791 -1.36022 0.91176
H -1.34184 -0.36091 -1.60570
*
```